{"formula": "C23H28BCaN2O", "method": "the ωB97M-V functional and the def2-TZVPD basis", "e_lumo_ev": 2.0, "homo_lumo_gap_ha": 0.2324, "charge": -1, "multiplicity": 1, "elements": ["C", "C", "C", "H", "C", "C", "H", "C", "C", "C", "H", "C", "C", "H", "H", "H", "H", "H", "H", "Ca", "C", "C", "C", "H", "H", "H", "H", "H", "H", "C", "C", "H", "H", "O", "N", "C", "H", "C", "C", "H", "C", "H", "C", "H", "C", "H", "C", "H", "H", "H", "B", "C", "N", "H", "H", "H"], "coordinates": [[-3.27733, 0.82048, 0.45580], [-2.17825, 1.61742, 0.09073], [-1.47990, 0.98222, -0.95684], [-1.96539, 2.62270, 0.48984], [-2.17053, -0.22723, -1.26959], [-3.28914, -0.32431, -0.38392], [-1.93297, -0.93111, -2.07893], [-0.63981, -0.30330, 3.63436], [-0.82103, 0.99275, 3.11326], [0.24136, 1.28110, 2.21521], [-1.58727, 1.71464, 3.41008], [1.04193, 0.11716, 2.10016], [0.49517, -0.87138, 2.98816], [-0.66521, 1.43632, -1.54051], [-4.00457, -1.15583, -0.34745], [-4.03434, 1.10062, 1.20184], [0.86736, -1.88857, 3.06629], [0.46376, 2.23905, 1.74247], [-1.19885, -0.77335, 4.44328], [-1.24114, -1.01125, 1.06815], [2.26626, -0.08577, 1.23870], [3.28072, -0.87824, 2.07928], [2.82523, 1.27450, 0.79651], [3.47421, -0.34582, 3.02006], [4.20397, -0.99967, 1.51415], [2.88856, -1.87375, 2.32284], [3.06152, 1.88734, 1.67526], [2.10717, 1.82658, 0.17167], [3.73271, 1.10762, 0.21227], [1.80824, -0.88167, -0.01957], [2.93838, -1.28743, -0.97106], [1.10133, -0.25057, -0.58853], [1.28866, -1.82812, 0.25271], [4.11491, -1.34561, -0.65046], [2.56488, -1.60585, -2.25084], [1.24533, -1.52596, -2.85535], [3.32061, -1.94344, -2.83412], [0.94291, -0.14637, -3.40948], [-0.25779, 0.04768, -4.08943], [-0.92755, -0.80675, -4.20057], [-0.58373, 1.29649, -4.61020], [-1.53132, 1.42837, -5.12955], [0.30737, 2.36440, -4.47070], [0.06218, 3.33813, -4.89200], [1.51663, 2.17669, -3.80021], [2.22932, 2.99017, -3.68483], [1.83811, 0.91970, -3.27280], [2.79320, 0.76162, -2.77306], [0.48668, -1.82426, -2.11467], [1.17860, -2.27925, -3.65497], [-4.83361, -1.51608, 4.32052], [-3.82568, -1.33018, 3.18822], [-3.02025, -1.30959, 2.34010], [-4.63587, -2.66564, 4.69078], [-5.92192, -1.40346, 3.78942], [-4.66382, -0.72389, 5.21754]], "forces_ev_per_a": [[-0.353, 0.080, -0.319], [-0.094, 0.413, -0.150], [0.164, 0.032, -0.387], [0.024, -0.783, -0.131], [-0.206, -0.205, 0.049], [0.012, -0.031, -0.430], [-0.146, 0.381, 0.359], [0.513, -0.142, -0.115], [0.321, 0.407, 0.322], [0.120, -0.716, 0.055], [0.245, -0.410, -0.081], [-0.675, 0.017, 0.383], [-0.033, 0.399, -0.297], [-0.306, -0.385, 0.416], [0.315, 0.491, -0.009], [0.556, -0.402, -0.339], [0.008, 0.122, 0.397], [-0.342, -0.375, 0.033], [-0.040, 0.147, -0.499], [0.280, 2.146, 0.163], [-0.564, -0.212, 0.216], [0.330, 0.145, -0.242], [0.113, -0.247, -0.100], [-0.105, -0.128, -0.214], [0.021, -0.049, 0.243], [0.107, 0.219, -0.029], [-0.027, -0.140, -0.191], [0.108, -0.179, 0.191], [0.066, 0.153, 0.024], [0.501, 0.149, -0.307], [-0.089, -0.007, -0.084], [0.073, -0.196, 0.248], [0.262, 0.358, 0.060], [-0.223, -0.050, -0.296], [0.022, -0.578, -0.171], [0.198, 0.002, 0.355], [-0.064, 0.193, 0.192], [0.034, 0.218, -0.164], [0.091, 0.130, -0.053], [0.015, 0.321, -0.023], [0.147, -0.106, 0.006], [0.203, 0.034, 0.122], [0.070, -0.119, 0.087], [0.024, -0.198, 0.129], [-0.112, -0.408, 0.012], [-0.192, -0.073, -0.056], [-0.284, 0.020, -0.157], [-0.261, 0.105, -0.064], [0.112, 0.229, -0.210], [0.108, 0.237, 0.176], [-0.752, -0.315, 0.445], [1.974, -0.129, -1.732], [-2.023, -0.740, 1.909], [-0.142, 0.095, 0.073], [-0.156, -0.017, 0.201], [0.050, 0.094, -0.015]]}

{"formula": "C5H7NO3", "method": "the ωB97M-V functional and the def2-TZVPD basis", "e_above_lowest_kcal_mol": 113.6, "e_lumo_ev": 0.4, "homo_lumo_gap_ha": 0.2988, "multiplicity": 1, "elements": ["C", "C", "N", "C", "C", "C", "O", "O", "O", "H", "H", "H", "H", "H", "H", "H"], "coordinates": [[-0.95905, -0.20252, 1.11654], [-0.18114, 1.96500, -0.14518], [-0.00315, 0.68561, 0.46533], [1.71576, -0.21753, 0.22712], [0.96135, -1.27205, -0.15438], [-0.43317, -0.82989, -0.10783], [1.31699, -2.58040, -0.41642], [-1.16153, -0.97598, -1.24315], [2.73147, 0.35626, 0.42786], [1.37814, -2.69338, -1.37273], [-2.08270, -0.72838, -1.08968], [-1.98864, 0.15354, 1.10431], [-0.63124, -0.57398, 2.08261], [-0.40225, 2.69452, 0.64090], [-0.99467, 1.94905, -0.88366], [0.73383, 2.27015, -0.65163]], "forces_ev_per_a": [[-0.049, 0.412, 0.138], [-1.000, -0.014, -0.089], [1.182, -1.999, -0.088], [0.657, -0.473, -0.011], [-0.334, -0.128, -0.002], [0.452, 2.176, -0.078], [0.252, 0.140, 0.009], [-0.257, 0.085, 0.132], [-0.788, -0.030, 0.006], [0.060, -0.007, 0.102], [0.066, -0.143, 0.003], [-0.099, -0.082, -0.032], [-0.130, -0.053, 0.043], [-0.060, 0.061, -0.225], [-0.011, 0.210, 0.017], [0.057, -0.156, 0.075]]}

{"formula": "C4H6N2", "method": "the ωB97M-V functional and the def2-TZVPD basis", "e_above_lowest_kcal_mol": 34.9, "e_lumo_ev": 0.9, "homo_lumo_gap_ha": 0.3801, "smiles": "N#CC1(N)CC1", "multiplicity": 1, "elements": ["N", "C", "C", "N", "C", "C", "H", "H", "H", "H", "H", "H"], "coordinates": [[-2.48105, -0.83936, 1.05370], [-1.52427, -0.53682, 0.47490], [-0.20084, -0.25278, -0.05259], [0.49650, -1.36456, -0.62640], [0.19178, 1.11966, -0.52873], [0.55598, 0.69706, 0.85941], [0.05411, -2.26166, -0.50379], [0.81472, -1.22925, -1.57014], [-0.55494, 1.89217, -0.68067], [0.99192, 1.11666, -1.26507], [1.58039, 0.42294, 1.08523], [-0.01898, 1.13764, 1.66772]], "forces_ev_per_a": [[0.756, 0.344, -0.741], [-0.798, -0.307, 0.412], [0.034, 0.045, 0.173], [0.315, -0.172, 0.208], [-0.040, 0.101, -0.144], [0.123, 0.097, 0.202], [-0.023, 0.089, 0.032], [-0.281, 0.038, -0.161], [0.039, -0.203, 0.082], [-0.169, -0.011, 0.089], [-0.124, 0.055, -0.093], [0.169, -0.077, -0.058]]}

{"formula": "C10H41O12", "method": "the ωB97M-V functional and the def2-TZVPD basis", "e_lumo_ev": 1.9, "homo_lumo_gap_ha": 0.1040, "charge": -1, "multiplicity": 1, "elements": ["C", "C", "C", "O", "C", "O", "C", "C", "C", "C", "C", "C", "H", "H", "H", "H", "H", "H", "H", "H", "H", "H", "H", "H", "H", "H", "H", "H", "H", "H", "H", "H", "H", "O", "H", "H", "O", "H", "H", "O", "H", "H", "O", "H", "H", "O", "H", "H", "O", "H", "H", "O", "H", "H", "O", "H", "H", "O", "H", "H", "O", "H", "H"], "coordinates": [[2.98725, -0.40292, 1.05972], [1.76339, 0.48310, 0.42294], [1.39819, 1.80989, 1.35800], [0.45582, 2.70954, 0.62985], [-0.91099, 2.29774, 1.09224], [-1.92685, 2.63990, 0.08209], [-2.77356, 1.49025, -0.27095], [-3.60209, 0.82811, 0.98328], [-5.25982, 0.94755, 0.80338], [-3.12312, -0.75144, 1.13757], [-3.44723, -1.68185, -0.17294], [-3.75647, -1.47643, 2.47158], [2.56051, -0.94130, 2.03493], [3.90758, 0.28896, 1.28015], [3.25404, -1.24399, 0.27366], [0.77259, -0.17409, 0.37124], [1.94928, 0.88519, -0.66035], [2.40716, 2.39325, 1.55060], [0.99950, 1.49545, 2.42537], [-0.83704, 1.13427, 1.19569], [-2.13344, 0.71320, -0.87827], [-3.60073, 1.90924, -1.02313], [-3.37019, 1.36348, 2.02310], [-5.76620, 0.45881, 1.76754], [-5.64210, 0.45430, -0.19180], [-5.52830, 2.10731, 0.87352], [-1.94528, -0.74178, 1.27286], [-2.83896, -1.38101, -1.14653], [-3.10176, -2.78782, 0.10940], [-4.59678, -1.68519, -0.48009], [-4.53582, -0.80785, 3.04584], [-4.26864, -2.49837, 2.16581], [-2.90427, -1.73282, 3.26503], [3.10170, -1.39304, 4.00430], [2.99037, -0.90330, 4.83302], [3.90933, -1.90980, 4.14460], [2.87139, 0.11092, -2.86235], [3.75810, 0.45927, -2.68512], [2.47191, 0.77367, -3.44560], [-5.52861, -0.18908, -2.60851], [-4.64190, 0.15927, -2.43128], [-5.92809, 0.47367, -3.19176], [0.49907, -1.89083, -2.86911], [0.57811, -2.21518, -3.77881], [1.23856, -1.27152, -2.77643], [6.16043, -0.56709, 1.82184], [6.07870, 0.37016, 2.05398], [6.27661, -0.56060, 0.85983], [4.04405, 1.89275, 4.09957], [3.24117, 2.20847, 3.65830], [4.03051, 0.93501, 3.95278], [0.74405, -3.36607, -5.85338], [-0.05883, -3.05036, -6.29464], [0.73051, -4.32381, -6.00016], [0.23981, 0.07892, 4.01094], [0.12848, 0.56867, 4.83965], [1.04744, -0.43783, 4.15123], [2.59181, -0.82973, -5.91080], [2.95172, -0.98323, -5.02428], [2.17220, -1.67202, -6.14204], [2.83770, 2.84874, -3.17154], [2.65155, 3.55029, -3.81356], [2.22648, 3.03099, -2.44203]], "forces_ev_per_a": [[-1.444, -0.066, -0.574], [-0.934, 0.446, 0.583], [0.405, 0.016, -0.663], [1.248, -2.065, 0.960], [-0.300, -0.869, 1.596], [-0.564, -2.117, -0.501], [-0.319, 1.024, -0.511], [-0.317, -0.889, 0.535], [0.730, 0.445, 0.880], [0.206, 0.005, 0.118], [0.125, -0.410, -0.162], [0.274, -0.358, 0.414], [1.323, 1.402, -2.331], [-1.796, -1.513, -0.310], [-0.239, 1.680, 1.630], [2.159, 1.316, 0.071], [-0.065, -0.885, 2.109], [-1.768, -0.839, -0.601], [0.432, 0.637, -2.269], [-0.336, 1.387, -0.724], [-1.101, 1.096, 1.401], [1.618, -0.685, 1.389], [-0.103, -0.995, -2.518], [0.970, 0.870, -2.277], [0.646, 1.065, 2.036], [0.507, -2.504, -0.465], [-2.462, 0.095, -0.355], [-1.163, -0.489, 2.165], [-0.877, 2.295, -0.732], [2.399, -0.045, 0.857], [1.473, -1.288, -1.276], [0.914, 2.100, 0.706], [-1.774, 0.567, -1.792], [0.303, 0.091, 0.889], [0.078, -0.190, -0.092], [-0.214, 0.104, -0.202], [0.261, -0.363, -0.461], [-0.449, -0.028, 0.016], [0.170, 0.147, 0.271], [0.047, 0.333, -0.357], [-0.147, -0.116, 0.099], [0.135, -0.225, 0.252], [0.173, -0.029, -0.416], [-0.019, 0.018, 0.265], [-0.067, -0.038, 0.166], [0.370, 0.305, -0.177], [-0.041, -0.277, -0.025], [-0.154, -0.053, 0.350], [-0.096, -0.292, -0.009], [0.115, -0.084, -0.012], [-0.083, 0.242, -0.165], [-0.300, -0.178, -0.320], [0.216, -0.008, 0.189], [0.092, 0.320, 0.153], [0.314, -0.218, 0.661], [-0.121, 0.005, -0.380], [-0.308, 0.013, -0.268], [0.035, -0.337, 0.079], [-0.129, 0.164, -0.067], [0.059, 0.156, 0.115], [-0.243, 0.498, -0.238], [0.084, -0.259, 0.224], [0.052, -0.131, 0.069]]}

no.,E_tot (a.u.)
1,-1780.5445
2,-475.0679
3,-265.4799
4,-1308.2212